Entry 1:
C33H35Br2CoGeNOP2 as an isolated structure, computed with the ωB97M-V functional and the def2-TZVPD basis.

- relative energy (zero: lowest compared OMol25 entry of this formula, charge and spin) (eV) = 0.0000
- E_HOMO (alpha / beta) (Ha) = -0.382 / -0.382

The geometry in ORCA input format:
```
! RIJCOSX wB97M-V def2-TZVPD def2/J DEFGRID3
* xyz 1 1
Co -1.2972 -0.0703 0.2510
C -0.0988 0.4319 3.6983
P -1.3957 0.0138 2.4964
C -2.7446 1.1497 2.9409
C -1.9517 -1.6425 3.0736
C -2.8970 -2.2651 2.0424
P -2.0870 -2.2363 0.3875
C -1.2474 -3.8545 0.2826
C -3.4622 -2.4301 -0.7909
H -0.5341 0.4642 4.6979
H 0.3232 1.4104 3.4614
H 0.6946 -0.3117 3.6776
H -2.9611 1.1087 4.0085
H -3.6431 0.9053 2.3734
H -2.4514 2.1616 2.6582
H -2.4086 -1.5626 4.0605
H -1.0533 -2.2589 3.1806
H -3.8205 -1.6834 1.9743
H -3.1761 -3.2871 2.3024
H -1.9614 -4.6768 0.3139
H -0.5613 -3.9681 1.1175
H -0.6794 -3.9147 -0.6476
H -4.0651 -3.3068 -0.5538
H -3.0657 -2.5331 -1.8008
H -4.0976 -1.5426 -0.7622
Br -2.4841 4.7443 0.0672
C -2.1871 3.5184 -1.3326
C -2.2846 3.9405 -2.6667
C -2.0852 3.0707 -3.7026
Br -2.2311 3.6971 -5.4811
C -1.7648 1.7162 -3.4518
C -1.5317 0.7230 -4.4188
C -1.2006 -0.5493 -4.0141
C -1.0966 -0.8388 -2.6546
N -1.3398 0.0582 -1.7130
C -1.6698 1.3195 -2.1007
C -1.8910 2.2078 -1.0183
O -1.8072 1.7053 0.1864
H -2.5238 4.9764 -2.8672
H -1.6020 0.9728 -5.4693
H -0.9941 -1.3273 -4.7367
H -0.7830 -1.8224 -2.3234
C 3.2489 -2.4155 3.6545
C 3.5854 -1.0891 3.4083
C 2.9649 -0.3918 2.3801
C 1.9999 -1.0115 1.5864
C 1.6891 -2.3442 1.8282
C 2.3047 -3.0474 2.8559
Ge 1.1145 0.0252 0.1777
C 1.7627 -0.6077 -1.5657
C 1.7459 0.2396 -2.6735
C 2.2181 -0.1971 -3.9030
C 2.7005 -1.4935 -4.0426
C 2.7243 -2.3457 -2.9448
C 2.2639 -1.8999 -1.7120
C 1.5729 1.9430 0.3716
C 0.8613 2.8961 1.0931
C 1.3331 4.1972 1.2061
C 2.5278 4.5669 0.6043
C 3.2523 3.6251 -0.1166
C 2.7768 2.3269 -0.2306
H 3.7290 -2.9582 4.4596
H 4.3303 -0.5957 4.0204
H 3.2231 0.6489 2.2079
H 0.9671 -2.8363 1.1941
H 2.0555 -4.0886 3.0300
H 1.3691 1.2546 -2.5724
H 2.2111 0.4753 -4.7538
H 3.0703 -1.8351 -5.0022
H 3.1151 -3.3508 -3.0444
H 2.3134 -2.5643 -0.8521
H -0.0945 2.6429 1.5342
H 0.7540 4.9283 1.7579
H 2.8909 5.5837 0.6918
H 4.1851 3.9001 -0.5934
H 3.3528 1.6054 -0.8016
*
```

These are the Mulliken partial charges, in e, on atoms 1 to 6:
1. Co -0.54
2. C -1.03
3. P 1.25
4. C -1.39
5. C -0.72
6. C -1.15


Entry 2:
A 2-piece molecular cluster, C11H15BCl3F7O10S2 overall in a non-equilibrium geometry, computed with the ωB97M-V functional and the def2-TZVPD basis.

- relative energy (zero: lowest compared OMol25 entry of this formula, charge and spin) (eV) = 4.8150
- E_HOMO (Ha) = -0.397

The geometry in ORCA input format:
```
! RIJCOSX wB97M-V def2-TZVPD def2/J DEFGRID3
* xyz 0 1
O 0.0691 -0.1459 6.0824
S -0.5991 -1.3605 5.4692
O -2.0151 -1.4018 5.9734
O 0.2345 -2.6980 6.0575
C -0.5436 -1.2805 3.5984
C -0.6568 0.2846 3.2419
C -0.9071 0.5866 1.6940
C 0.4363 1.0617 0.9050
B 0.9318 2.5385 1.4503
O 1.8502 2.6412 2.5711
O 0.4962 3.7792 0.8675
O 1.4136 0.1099 1.4761
S 1.3482 -1.2367 0.4463
O 0.5587 -2.4182 0.8909
O 2.7741 -1.6075 0.1344
O 0.5316 -0.5405 -0.8567
C 0.4132 0.9250 -0.7148
C 1.8773 1.3836 -1.2177
C 2.2918 0.8018 -2.6491
O 3.5746 0.1170 -2.5160
C -0.8190 1.6037 -1.4892
F -0.2314 2.5341 -2.4023
F -1.6122 2.4184 -0.6402
C -1.6731 0.6085 -2.3900
F -0.9179 -0.1209 -3.3196
F -2.5431 1.4260 -3.1640
C -2.6077 -0.4241 -1.6150
F -2.0434 -1.7101 -1.4762
F -3.7429 -0.6308 -2.4388
F -3.1022 0.0152 -0.3944
H 1.0747 -2.7001 5.5442
H -1.3381 -1.9219 3.1095
H 0.5211 -1.6062 3.3170
H 0.2542 0.7847 3.6937
H -1.5573 0.6749 3.8418
H -1.7670 1.3165 1.5815
H -1.2557 -0.4038 1.2210
H 1.2922 2.9262 3.3355
H 1.1392 4.1146 0.2120
H 1.9813 2.5252 -1.2869
H 2.7079 1.0625 -0.4900
H 2.4833 1.6679 -3.3769
H 1.5647 0.0565 -3.0968
H 3.3792 -0.8086 -2.2580
Cl -0.4325 -1.7768 -6.8602
C -0.9591 -3.0390 -5.7377
Cl -1.9245 -2.3435 -4.4292
Cl -1.8748 -4.2884 -6.5921
H -0.0755 -3.5001 -5.3028
*
```

These are the natural (NBO) partial charges, in e, on atoms 1 to 6:
1. O -0.92
2. S 2.18
3. O -0.89
4. O -0.82
5. C -0.61
6. C -0.44


Entry 3:
C62H54F9GeN7PRuS as an isolated structure, computed with the ωB97M-V functional and the def2-TZVPD basis.

- relative energy (zero: lowest compared OMol25 entry of this formula, charge and spin) (eV) = 0.0000
- E_HOMO (Ha) = -0.546

The geometry in ORCA input format:
```
! RIJCOSX wB97M-V def2-TZVPD def2/J DEFGRID3
* xyz 3 1
Ru -0.8595 -0.7553 -0.9714
C -4.1429 0.1050 1.9562
C -4.0437 -0.9845 2.8003
C -2.9850 -1.8603 2.6232
C -2.0775 -1.6375 1.6046
N -2.2136 -0.6126 0.7261
C -3.2165 0.2449 0.9381
C -0.9194 -2.5354 1.3831
C -0.5504 -3.5968 2.1976
C 0.4923 -4.4130 1.7912
C 1.1414 -4.1733 0.5864
C 0.7542 -3.0773 -0.1650
N -0.2334 -2.2788 0.2647
C 1.3506 -2.6627 -1.4605
C 2.3945 -3.3531 -2.0509
C 2.9624 -2.8720 -3.2219
C 2.4797 -1.6926 -3.7552
C 1.4128 -1.0699 -3.1292
N 0.8228 -1.5488 -2.0307
H -4.9416 0.8273 2.0526
H -4.7712 -1.1517 3.5829
H -2.8704 -2.7110 3.2776
H -3.3176 1.0549 0.2354
H -1.0661 -3.7929 3.1249
H 0.7884 -5.2533 2.4045
H 1.9262 -4.8346 0.2523
H 2.7571 -4.2684 -1.6064
H 3.7677 -3.4106 -3.7029
H 2.8957 -1.2650 -4.6560
H 0.9878 -0.1682 -3.5446
C 4.8829 -4.9318 3.0651
C 4.8251 -3.7539 3.7988
C 4.6505 -2.5422 3.1509
C 4.5364 -2.5064 1.7540
C 4.6018 -3.7021 1.0233
C 4.7702 -4.9086 1.6779
Ge 4.4500 -0.8436 0.8567
C 3.9653 0.7219 1.8183
C 3.1272 0.6344 2.9375
C 2.8827 1.7609 3.7084
C 3.4839 2.9701 3.3766
C 4.3071 3.0685 2.2593
C 4.5446 1.9511 1.4754
C 4.9824 -0.6815 -0.9527
C 4.5498 0.4319 -1.6852
C 5.0252 0.6454 -2.9680
C 5.9401 -0.2413 -3.5228
C 6.3760 -1.3493 -2.8045
C 5.9008 -1.5745 -1.5227
H 5.0322 -5.8748 3.5744
H 4.9328 -3.7793 4.8746
H 4.6303 -1.6278 3.7305
H 4.5287 -3.6839 -0.0577
H 4.8363 -5.8304 1.1149
H 2.6509 -0.3006 3.2109
H 2.2294 1.6815 4.5668
H 3.3188 3.8420 3.9973
H 4.7811 4.0101 2.0153
H 5.2063 2.0311 0.6212
H 3.8434 1.1295 -1.2493
H 4.7027 1.5119 -3.5306
H 6.3293 -0.0593 -4.5163
H 7.1048 -2.0223 -3.2363
H 6.2751 -2.4197 -0.9588
F -2.0602 -0.2797 -9.1952
C -2.5384 -1.2335 -8.3829
F -1.8664 -2.3629 -8.6349
F -3.8222 -1.4327 -8.6992
C -2.3986 -0.8108 -6.9381
C -3.1869 0.2372 -6.4710
C -3.0665 0.6545 -5.1611
C -2.1368 0.0481 -4.3077
C -1.3884 -1.0217 -4.7780
C -1.5122 -1.4528 -6.0943
P -2.0777 0.5393 -2.5560
C -1.9052 2.3521 -2.5256
C -1.6534 3.1167 -3.6591
C -1.4161 4.4831 -3.5515
C -1.4322 5.0881 -2.3080
C -1.6855 4.3375 -1.1648
C -1.9032 2.9799 -1.2761
C -1.1801 6.5691 -2.1589
F -2.3205 7.2285 -1.9274
F -0.6089 7.0894 -3.2461
F -0.3618 6.8005 -1.1119
C -3.8120 0.2037 -2.1083
C -4.1176 -1.1382 -1.8576
C -5.3582 -1.4960 -1.3714
C -6.3109 -0.5059 -1.1432
C -6.0429 0.8171 -1.4446
C -4.7864 1.1732 -1.9268
C -7.6316 -0.9156 -0.5377
F -8.2623 -1.8107 -1.3019
F -7.4206 -1.4931 0.6667
F -8.4435 0.1259 -0.3483
H -3.9029 0.7098 -7.1309
H -3.7070 1.4497 -4.7990
H -0.7403 -1.5669 -4.1087
H -0.9346 -2.2928 -6.4543
H -1.6212 2.6599 -4.6386
H -1.2124 5.0687 -4.4376
H -1.6916 4.8176 -0.1946
H -2.0383 2.3978 -0.3731
H -3.3813 -1.9149 -2.0615
H -5.5971 -2.5321 -1.1673
H -6.8036 1.5705 -1.2934
H -4.5681 2.2148 -2.1309
N 1.1256 2.3930 0.8240
C 1.4877 2.7009 -0.4602
C 0.9608 1.7184 -1.2367
N 0.2981 0.8144 -0.4298
C 0.4166 1.2556 0.8129
H 1.3910 2.8948 1.6590
H 2.0501 3.5829 -0.7115
H 0.9817 1.6312 -2.3073
H -0.0098 0.8100 1.7021
C 0.6276 -0.7736 7.5718
C -0.6915 -1.0949 6.8885
N -1.3996 0.1060 6.4508
C -1.2467 0.7141 5.2687
S -0.3117 0.0477 4.0159
N -1.8773 1.8932 5.1200
C -1.8826 2.6932 3.9040
C -0.7232 3.6774 3.8389
H 1.1118 -1.6910 7.9060
H 0.4759 -0.1401 8.4458
H 1.2980 -0.2587 6.8819
H -1.3594 -1.6309 7.5623
H -0.5316 -1.7159 6.0101
H -1.9225 0.5950 7.1630
H -2.3181 2.3011 5.9311
H -2.8380 3.2172 3.8633
H -1.8439 2.0026 3.0613
H -0.7397 4.3675 4.6822
H -0.7783 4.2718 2.9245
H 0.2257 3.1353 3.8585
*
```

These are the Mulliken partial charges, in e, on atoms 1 to 6:
1. Ru -1.58
2. C -1.19
3. C -1.28
4. C -0.72
5. C 0.32
6. N 1.94


Entry 4:
A 3-piece molecular cluster, C33H37BNO5 overall in a non-equilibrium geometry, computed with the ωB97M-V functional and the def2-TZVPD basis.

- E_HOMO (Ha) = -0.350

The geometry in ORCA input format:
```
! RIJCOSX wB97M-V def2-TZVPD def2/J DEFGRID3
* xyz 1 1
C 5.3418 -1.6627 1.8500
C 4.0539 -1.0962 1.5626
C 3.5107 0.1524 1.8892
C 2.1819 0.1670 1.3519
C 2.0663 -0.8684 0.4489
B 0.2654 -2.6188 0.9576
O 0.8836 -3.0682 -0.1494
C 0.9295 -4.5137 -0.1052
C 0.0368 -4.8534 1.1278
N 0.1931 -3.6765 2.0042
C 1.3980 -3.8347 2.9308
C -1.0001 -3.2397 2.8015
C -0.9295 -1.7179 2.7400
O -0.2436 -1.4336 1.5078
O 3.1014 -1.7625 0.7839
H 5.8598 -1.0421 2.5932
H 5.2819 -2.6717 2.2787
H 6.0008 -1.7059 0.9758
H 4.0028 0.9460 2.4304
H 1.4539 0.9407 1.5669
H 0.5981 -4.8771 -1.1053
H 1.9417 -4.8479 0.1033
H -0.9977 -4.8965 0.8122
H 0.3438 -5.7157 1.6908
H 1.2201 -4.7486 3.5094
H 2.3597 -3.9006 2.3838
H 1.4934 -2.9760 3.6249
H -1.8561 -3.6186 2.2246
H -0.9730 -3.6701 3.7748
H -1.9344 -1.2828 2.7169
H -0.3377 -1.2947 3.5350
C -5.6799 5.3007 2.2344
O -5.5405 3.9232 1.8834
C -4.3972 3.5010 1.2875
C -4.3074 2.1245 0.9786
C -3.1998 1.6031 0.3292
C -2.0712 2.3992 0.0238
C -0.8563 1.8084 -0.5875
C -0.6267 0.4372 -0.3953
C 0.2217 -0.4989 -1.0216
C -0.5063 -1.5585 -1.7485
C -0.0400 -2.1081 -2.9506
C -0.6426 -3.2238 -3.5170
C -1.7345 -3.8698 -2.9259
C -2.2911 -3.2467 -1.7950
C -1.7250 -2.1014 -1.2671
C 0.1031 2.6500 -1.3203
C -0.3593 3.6627 -2.2026
C 0.5096 4.2618 -3.0900
C 1.8901 3.9242 -3.0678
O 2.6520 4.3985 -4.0772
C 4.0328 3.9951 -4.1526
C 2.3933 3.1016 -2.0395
C 1.4932 2.4288 -1.2363
C -2.1644 3.7798 0.3434
C -3.2935 4.3224 0.9582
H -6.7103 5.3799 2.5809
H -4.9944 5.5960 3.0433
H -5.5453 5.9638 1.3642
H -5.1474 1.4799 1.2253
H -3.2227 0.5746 -0.0240
H -1.3332 0.0276 0.3245
H 1.2685 -0.2844 -1.3113
H 0.8456 -1.6755 -3.4173
H -0.2025 -3.6275 -4.4214
H -2.1644 -4.7986 -3.3148
H -3.1517 -3.6804 -1.2916
H -2.1932 -1.6219 -0.4034
H -1.4142 3.9132 -2.2393
H 0.1375 4.9538 -3.8393
H 4.3360 4.3337 -5.1373
H 4.6130 4.4867 -3.3667
H 4.1511 2.9065 -4.0588
H 3.4617 2.9206 -1.9155
H 1.8453 1.6883 -0.5250
H -1.3477 4.4588 0.0853
H -3.3374 5.3784 1.1810
*
```

These are the Mulliken partial charges, in e, on atoms 1 to 6:
1. C -1.38
2. C 0.32
3. C -1.24
4. C -0.29
5. C 0.86
6. B -0.40


Entry 5:
C4H5NiO4 as an isolated structure in a non-equilibrium geometry, computed with the ωB97M-V functional and the def2-TZVPD basis.

- relative energy (zero: lowest compared OMol25 entry of this formula, charge and spin) (eV) = 2.1040
- E_HOMO (alpha / beta) (Ha) = -0.531 / -0.514

The geometry in ORCA input format:
```
! RIJCOSX wB97M-V def2-TZVPD def2/J DEFGRID3
* xyz 1 3
O 1.7758 -0.2013 -0.1007
C 2.3059 1.6635 -0.1109
O 3.0664 2.1194 0.6398
O -1.0582 1.7176 0.3333
C -1.7457 0.7480 0.6235
C -1.3723 -0.6294 0.1772
O -0.3801 -0.5540 -0.8166
C 0.9248 -1.1584 -0.5700
Ni 0.3589 1.3379 -1.0466
H -2.5833 0.8469 1.3335
H -2.2733 -1.1381 -0.2023
H -1.0449 -1.1918 1.0683
H 1.2444 -1.6176 -1.5178
H 0.7816 -1.9428 0.1893
*
```

These are the natural (NBO) partial charges, in e, on atoms 1 to 6:
1. O -0.72
2. C 0.45
3. O -0.40
4. O -0.61
5. C 0.48
6. C -0.20


Entry 6:
C52H58AsIrN4OP2S2 as an isolated structure, computed with the ωB97M-V functional and the def2-TZVPD basis.

- relative energy (zero: lowest compared OMol25 entry of this formula, charge and spin) (eV) = 1.3048
- E_HOMO (alpha / beta) (Ha) = -0.526 / -0.525

The geometry in ORCA input format:
```
! RIJCOSX wB97M-V def2-TZVPD def2/J DEFGRID3
* xyz 3 2
Ir 0.4663 0.0278 -0.4636
N -1.0422 3.7408 1.2769
C -0.6330 2.5043 1.0100
S 0.4989 2.3409 -0.3805
N -0.9836 1.5076 1.7601
N -0.5196 0.3048 1.3189
C -0.5597 -0.7141 2.0915
C -0.1679 -1.9911 1.5149
C -0.2934 -3.1696 2.2238
C -0.0912 -4.3784 1.5732
C 0.2035 -4.3553 0.2231
C 0.3367 -3.1358 -0.4227
N 0.1854 -1.9668 0.2010
H -0.7271 4.5284 0.7372
H -1.6452 3.9044 2.0697
H -0.9460 -0.6325 3.1019
H -0.5688 -3.1341 3.2689
H -0.1847 -5.3139 2.1079
H 0.3402 -5.2660 -0.3429
H 0.5916 -3.1026 -1.4685
C 6.1688 2.4644 0.4938
C 5.1924 1.6922 1.3743
C 3.7990 2.3008 1.2887
S 2.4058 1.3077 1.8603
O 2.2145 0.1075 0.8924
C 3.1259 0.6666 3.3767
C 2.1461 -0.1232 4.2400
C 2.2169 -1.6193 3.9583
H 7.1679 2.0371 0.5616
H 6.2391 3.5078 0.8035
H 5.8632 2.4497 -0.5536
H 5.5421 1.7339 2.4068
H 5.1576 0.6408 1.0854
H 3.5320 2.5751 0.2637
H 3.7183 3.2086 1.8952
H 3.4761 1.5773 3.8708
H 3.9944 0.0659 3.1019
H 1.1338 0.2724 4.1058
H 2.3964 0.0607 5.2851
H 2.0964 -1.8328 2.8954
H 1.4598 -2.1638 4.5236
H 3.1877 -2.0151 4.2586
C 2.4079 1.1061 -3.1126
P 2.0524 -0.4107 -2.1795
C 1.7791 -1.6783 -3.4499
C 0.5885 -2.3735 -3.6138
C 0.4689 -3.3662 -4.5768
C 1.5390 -3.6463 -5.4120
C 2.7317 -2.9467 -5.2688
C 2.8594 -1.9806 -4.2856
C 3.6357 -0.9610 -1.4992
C 4.7671 -0.1570 -1.5640
C 5.9968 -0.6531 -1.1466
C 6.0933 -1.9367 -0.6351
C 4.9609 -2.7403 -0.5587
C 3.7410 -2.2586 -0.9978
H 3.2363 0.9545 -3.8039
H 2.6439 1.9317 -2.4394
H 1.5181 1.3615 -3.6886
H -0.2426 -2.1764 -2.9534
H -0.4589 -3.9158 -4.6719
H 1.4514 -4.4144 -6.1688
H 3.5705 -3.1672 -5.9150
H 3.8088 -1.4725 -4.1650
H 4.7160 0.8427 -1.9754
H 6.8807 -0.0354 -1.2310
H 7.0520 -2.3213 -0.3136
H 5.0391 -3.7520 -0.1836
H 2.8807 -2.9164 -0.9866
C -1.7403 -0.1411 -3.5595
C -1.0440 0.7103 -4.6066
As -2.1580 1.0502 -6.2437
C -2.8159 -0.7480 -6.5780
C -1.9673 -1.8444 -6.4546
C -2.3890 -3.1082 -6.8455
C -3.6630 -3.2869 -7.3659
C -4.5076 -2.1950 -7.5099
C -4.0833 -0.9300 -7.1274
C -3.6630 1.8226 -5.2481
C -4.6913 1.0947 -4.6463
C -5.7156 1.7457 -3.9711
C -5.7298 3.1331 -3.8942
C -4.7128 3.8673 -4.4885
C -3.6866 3.2149 -5.1594
P -1.4683 0.1204 -1.7568
C -2.1327 1.8166 -1.6192
C -1.3319 2.8793 -2.1172
C -1.7808 4.2104 -2.0514
C -3.0187 4.4845 -1.5150
C -3.8261 3.4351 -1.0698
C -3.3870 2.1088 -1.1264
C -2.6746 -1.0183 -1.0177
C -3.0400 -2.1846 -1.6938
C -3.8835 -3.1100 -1.0941
C -4.3814 -2.8794 0.1788
C -4.0365 -1.7147 0.8538
C -3.1842 -0.7946 0.2652
H -1.6292 -1.1839 -3.8291
H -2.8169 0.0722 -3.5590
H -0.0855 0.2784 -4.8987
H -0.8658 1.7349 -4.2887
H -0.9533 -1.7113 -6.0916
H -1.7157 -3.9539 -6.7732
H -3.9878 -4.2689 -7.6823
H -5.4936 -2.3246 -7.9357
H -4.7441 -0.0837 -7.2747
H -4.7196 0.0148 -4.7361
H -6.5216 1.1701 -3.5332
H -6.5509 3.6402 -3.4032
H -4.7386 4.9496 -4.4642
H -2.9236 3.7994 -5.6635
H -0.4312 2.6736 -2.6771
H -1.1701 5.0011 -2.4681
H -3.3857 5.5016 -1.4775
H -4.8149 3.6464 -0.6843
H -4.0475 1.3226 -0.7897
H -2.6945 -2.3875 -2.6979
H -4.1650 -4.0038 -1.6347
H -5.0519 -3.5936 0.6376
H -4.4472 -1.5155 1.8352
H -2.9470 0.1145 0.8027
*
```

These are the Mulliken partial charges, in e, on atoms 1 to 6:
1. Ir 0.92
2. N -0.15
3. C 0.71
4. S -0.58
5. N -1.98
6. N 1.22